i) C2H6N2S2 | ωB97M-V/def2-TZVPD

The HOMO energy comes out at -8.525 eV. The HOMO-LUMO gap is 8.761 eV.

```
12
C2H6N2S2, DFT ωB97M-V/def2-TZVPD
C -1.6166 -0.9383 -0.3739
C -0.2299 -0.4116 -0.3711
N 1.3157 1.1503 0.1917
N 0.1059 0.6269 0.2571
S 2.7276 0.3737 -0.6946
S 3.7786 -0.9708 0.2300
H -2.2870 -0.2679 0.1569
H -1.6330 -1.9214 0.0966
H -1.9604 -1.0608 -1.4011
H 0.5118 -0.9941 -0.9286
H 1.5597 1.6548 1.0368
H 3.3920 1.5581 -0.4192
```


ii) C2H6N2S2 | ωB97M-V/def2-TZVPD

As for the SMILES: CN(S)C(N)=S. The HOMO energy comes out at -8.402 eV. The HOMO-LUMO gap is 8.845 eV.

```
12
C2H6N2S2, DFT ωB97M-V/def2-TZVPD
C 0.4351 1.8405 -0.0463
N 0.4855 0.4158 -0.2153
S 2.0514 -0.2481 0.0146
C -0.6239 -0.4224 -0.0809
N -0.3213 -1.7685 -0.0033
S -2.2153 0.2057 0.0765
H 1.3721 2.2277 -0.5316
H 0.4624 2.0228 1.1528
H -0.5672 2.2674 -0.5464
H 2.0331 -0.3720 1.3451
H -1.1729 -2.3371 -0.1255
H 0.4773 -2.1699 -0.4593
```


Name the least stable of them. i).


i) C31H49FKN13O3 | ωB97M-V/def2-TZVPD

The HOMO energy comes out at -6.245 eV. The HOMO-LUMO gap is 4.269 eV.

```
98
C31H49FKN13O3, DFT ωB97M-V/def2-TZVPD
K -0.0975 0.3447 0.1346
N -1.1403 -1.7944 1.1700
C -1.5438 -2.5940 0.0174
C -2.6267 -1.8575 -0.7673
N -2.0972 -0.6429 -1.3781
C -1.4738 -0.9257 -2.6667
C -0.2345 -0.0757 -2.9407
N 0.8657 -0.5410 -2.1110
C -3.0565 0.4440 -1.4928
C -3.5995 0.9859 -0.1717
N -2.5323 1.4544 0.7089
H -0.2680 -2.1598 1.5622
H -1.8517 -1.8568 1.8901
H -1.9342 -3.5838 0.2903
H -0.6693 -2.7609 -0.6161
H -3.4106 -1.5862 -0.0590
H -3.0690 -2.5293 -1.5186
H -2.2021 -0.8005 -3.4859
H -1.1411 -1.9650 -2.6773
H -0.4370 0.9715 -2.6957
H -0.0198 -0.1420 -4.0191
H 1.6996 0.0128 -2.2728
H 1.0785 -1.5143 -2.3372
H -3.9247 0.1533 -2.1146
H -2.5478 1.2715 -1.9943
H -4.1608 0.2141 0.3582
H -4.3184 1.7775 -0.4341
H -2.9329 1.8526 1.5490
H -2.0166 2.1953 0.2418
C 2.2648 8.4085 -1.1288
C 2.8572 7.0579 -1.5283
N 1.8794 5.9824 -1.5105
C 1.8934 5.0804 -0.4653
C 1.0445 4.0473 -0.3246
C 1.3183 2.9714 0.7611
O 1.3355 3.3383 1.9387
O 1.5286 1.8555 0.2430
C -0.0114 3.8484 -1.2874
O -0.8579 2.9564 -1.2416
C -0.0211 4.8207 -2.3989
C -0.9759 4.6624 -3.4002
C -0.9838 5.4937 -4.4857
F -1.9261 5.3377 -5.4472
C -0.0302 6.4982 -4.6290
C 0.9157 6.6723 -3.6321
C 0.9380 5.8490 -2.4959
N 0.0499 7.3425 -5.7814
C -0.3067 8.7456 -5.6284
C 0.5866 9.5575 -6.6144
N 1.3259 8.5544 -7.4336
C 0.3731 7.6656 -8.1615
C -0.3857 6.8420 -7.0771
H 3.0402 9.1749 -1.1531
H 1.8595 8.3552 -0.1190
H 1.4578 8.7063 -1.7990
H 3.6443 6.7968 -0.8242
H 3.3213 7.1166 -2.5162
H 2.6723 5.2403 0.2698
H -1.7053 3.8684 -3.3025
H 1.6513 7.4546 -3.7660
H -0.1224 9.0491 -4.6017
H -1.3670 8.9193 -5.8465
H 1.3138 10.1709 -6.0860
H -0.0004 10.1928 -7.2730
H 1.7451 7.9275 -6.7272
H 2.0220 8.9787 -8.0403
H 0.9378 7.0214 -8.8312
H -0.3012 8.2860 -8.7471
H -0.1326 5.7874 -7.1487
H -1.4635 6.9390 -7.2284
N -1.9461 -6.8354 -2.2324
C -0.9574 -6.2600 -2.4473
N 0.1805 -5.7083 -2.7406
C 0.6392 -4.5349 -2.5349
N 1.1468 -3.4879 -2.3901
C 5.1493 -2.8409 0.0913
C 3.8391 -2.8251 -0.6767
N 2.7643 -2.3912 0.1937
C 2.6884 -2.6726 1.5297
N 1.5597 -2.5181 2.1281
C 1.4886 -2.7142 3.5633
C 2.8162 -2.4339 4.2540
C 3.8933 -3.2608 3.5750
N 3.8789 -3.0130 2.1485
C 4.9324 -3.6320 1.3703
H 5.4402 -1.8204 0.3500
H 5.9394 -3.2936 -0.5089
H 3.6354 -3.8187 -1.0919
H 3.8930 -2.1309 -1.5161
H 1.8706 -2.2644 -0.2613
H 1.1709 -3.7428 3.7808
H 0.7161 -2.0437 3.9493
H 2.7715 -2.6802 5.3162
H 3.0552 -1.3733 4.1479
H 3.7474 -4.3291 3.7948
H 4.8816 -2.9802 3.9515
H 4.6803 -4.6726 1.1161
H 5.8387 -3.6452 1.9790
```


ii) C31H49FKN13O3 | ωB97M-V/def2-TZVPD

The HOMO energy comes out at -6.912 eV. The HOMO-LUMO gap is 5.555 eV.

```
98
C31H49FKN13O3, DFT ωB97M-V/def2-TZVPD
K 0.0555 0.0299 0.2379
N -1.1908 2.5687 -1.5849
C -2.2845 1.8715 -2.2627
C -1.7556 0.7116 -3.1120
N -1.4246 -0.4743 -2.3333
C -2.6196 -1.1814 -1.8726
C -2.7334 -1.2957 -0.3511
N -1.9448 -2.4218 0.1524
C -0.4399 -1.3439 -2.9705
C 0.5420 -1.9734 -1.9750
N 1.6325 -1.0454 -1.6793
H -1.1400 2.2632 -0.6119
H -1.3723 3.5626 -1.5352
H -2.7971 2.5649 -2.9339
H -3.0266 1.4937 -1.5500
H -0.8527 1.0668 -3.6066
H -2.4956 0.4778 -3.9000
H -2.6376 -2.2004 -2.2789
H -3.5092 -0.6623 -2.2445
H -3.7963 -1.3926 -0.0909
H -2.3705 -0.3795 0.1099
H -2.5006 -3.2659 0.1730
H -1.6488 -2.2317 1.1054
H 0.1472 -0.7545 -3.6777
H -0.9369 -2.1445 -3.5423
H 0.9102 -2.9170 -2.3985
H 0.0035 -2.2032 -1.0549
H 2.3857 -1.1745 -2.3433
H 2.0178 -1.2438 -0.7570
C 1.6705 3.2739 6.7647
C 0.3481 2.5132 6.6823
N 0.2756 1.6239 5.5340
C -0.2096 2.1048 4.3413
C -0.5085 1.3335 3.2787
C -0.9352 2.1001 1.9974
O -0.6744 3.3096 1.9992
O -1.4912 1.4192 1.1057
C -0.4285 -0.1066 3.3834
O -0.9812 -0.9232 2.6609
C 0.4158 -0.5484 4.5148
C 0.8765 -1.8564 4.5140
C 1.6554 -2.3106 5.5424
F 2.0707 -3.5956 5.5594
C 2.0172 -1.4733 6.5914
C 1.5510 -0.1651 6.6036
C 0.7379 0.3218 5.5714
N 2.8875 -1.8897 7.6463
C 2.3132 -2.0228 8.9773
C 3.4347 -1.6769 9.9990
N 4.6893 -1.5431 9.2065
C 4.9674 -2.8110 8.4696
C 3.8553 -2.9492 7.3914
H 1.6565 3.9575 7.6144
H 1.8177 3.8496 5.8515
H 2.5177 2.5959 6.8710
H -0.4662 3.2307 6.5894
H 0.1642 1.9291 7.5858
H -0.3377 3.1770 4.2472
H 0.6113 -2.4963 3.6820
H 1.8525 0.4829 7.4165
H 1.9397 -3.0390 9.1532
H 1.4786 -1.3355 9.0785
H 3.5651 -2.4537 10.7488
H 3.2421 -0.7333 10.5066
H 5.4753 -1.2253 9.7659
H 4.4359 -0.8785 8.4558
H 4.9455 -3.6360 9.1781
H 5.9569 -2.7559 8.0220
H 3.4194 -3.9499 7.4419
H 4.2622 -2.8194 6.3906
N 4.3256 -4.9066 3.2066
C 3.9624 -3.8679 2.8260
N 3.6806 -2.6491 2.4809
C 2.6998 -2.1001 1.8708
N 1.8828 -1.4431 1.3456
C 3.2021 2.6788 -4.3624
C 1.8968 2.0491 -3.9079
N 1.6766 2.4222 -2.5327
C 2.6609 2.2647 -1.5896
N 2.3363 2.1260 -0.3544
C 3.3617 2.1533 0.6685
C 4.6273 2.8675 0.2145
C 5.0490 2.2587 -1.1106
N 3.9674 2.4072 -2.0607
C 4.3007 2.1642 -3.4497
H 3.1242 3.7626 -4.2570
H 3.4302 2.4400 -5.4025
H 1.9595 0.9573 -4.0397
H 1.0599 2.4163 -4.5038
H 0.7255 2.3550 -2.1666
H 3.6008 1.1257 0.9736
H 2.9374 2.6522 1.5448
H 5.4249 2.7757 0.9545
H 4.4101 3.9275 0.0610
H 5.3209 1.2023 -0.9622
H 5.9251 2.7733 -1.5152
H 4.4579 1.0890 -3.6353
H 5.2454 2.6712 -3.6649
```


Name the least stable of them. i).


i) C2H12NO2S | ωB97M-V/def2-TZVPD

The total charge is +1. The HOMO energy comes out at -13.213 eV. The HOMO-LUMO gap is 10.083 eV.

```
18
C2H12NO2S, DFT ωB97M-V/def2-TZVPD
C -0.3904 0.3497 1.1624
C -1.0646 -0.9390 0.6660
S 0.1029 -2.2348 0.0319
N 0.1089 1.0376 -0.0989
H -1.2287 0.9757 1.4887
H 0.4248 0.2815 1.8643
H -1.8165 -1.4148 1.4258
H -1.6564 -0.7196 -0.2173
H -0.6526 -3.2961 0.0782
H 0.2635 2.0579 -0.0491
H 0.6964 0.5483 -0.7729
H -0.7914 1.1934 -0.5797
H 1.6539 -1.2047 -1.3075
H 2.7493 -0.5783 -2.1395
O 1.8886 -0.3660 -1.7638
H -1.0728 3.9170 -0.4411
H -0.8079 4.3980 1.0015
O -0.8767 3.6104 0.4526
```


ii) C2H12NO2S | ωB97M-V/def2-TZVPD

The total charge is +1. The HOMO energy comes out at -12.636 eV. The HOMO-LUMO gap is 9.552 eV.

```
18
C2H12NO2S, DFT ωB97M-V/def2-TZVPD
C -0.5318 0.0611 1.2163
C 0.7248 0.7916 1.0415
S 0.7121 2.6730 0.9479
N -1.1393 -0.5167 -0.0987
H -0.3704 -0.8230 1.9826
H -1.3651 0.5622 1.8044
H 1.3900 0.7052 1.8648
H 1.3542 0.4104 0.0831
H 1.9519 2.7413 0.3216
H -2.1744 -0.2180 -0.0536
H -0.9498 0.0984 -0.9876
H -0.6930 -1.4560 -0.4692
H -0.9261 1.4813 -2.8990
H 0.3641 1.5083 -1.8835
O -0.5607 1.1216 -2.0356
H 0.2659 -3.4536 0.2384
H 1.3274 -3.0013 -0.7839
O 0.6201 -2.6859 -0.2895
```


Name the least stable of them. ii).


i) CH5N3O | ωB97M-V/def2-TZVPD

As for the SMILES: NNCN=O. The HOMO energy (alpha / beta) comes out at -8.430 / -8.430 eV. The HOMO-LUMO gap (alpha / beta) is 8.475 / 8.475 eV.

```
10
CH5N3O, DFT ωB97M-V/def2-TZVPD
N -0.1314 0.1665 -1.2580
N -0.6475 0.2428 0.0036
C 0.2062 -0.0738 1.1555
N 0.0080 -1.4923 1.2365
O 0.8498 -2.1771 0.6494
H 0.8468 0.4330 -1.2558
H -0.1345 -0.8937 -1.8530
H -1.5603 -0.1983 0.0745
H 1.2370 0.2414 0.9344
H -0.1947 0.4415 2.0285
```


ii) CH5N3O | ωB97M-V/def2-TZVPD

The HOMO energy (alpha / beta) comes out at -7.980 / -7.979 eV. The HOMO-LUMO gap (alpha / beta) is 7.953 / 7.950 eV.

```
10
CH5N3O, DFT ωB97M-V/def2-TZVPD
C 0.3415 0.2001 -0.9738
N 1.0227 -0.8702 1.2589
N -1.3796 0.0168 0.5186
N -0.2744 -0.6001 0.0502
O 2.0502 -0.6027 0.7523
H 0.6209 -0.4471 -1.7864
H -0.5542 0.8107 -1.2357
H 1.1917 0.8068 -0.7247
H -1.7326 -0.3375 1.3758
H -1.2862 1.0232 0.7648
```


Name the least stable of them. ii).


i) CH5N3O | ωB97M-V/def2-TZVPD

As for the SMILES: [H]/N=C(/N)NO. The HOMO energy comes out at -10.080 eV. The HOMO-LUMO gap is 10.373 eV.

```
10
CH5N3O, DFT ωB97M-V/def2-TZVPD
H -1.8519 -1.5381 0.3460
N -1.7527 -0.5029 0.2697
C -0.5453 -0.0101 -0.2417
N 0.0480 1.3307 0.0491
N 0.6086 -0.6463 -0.6589
O 1.7821 -0.4088 0.3260
H -0.6394 2.0700 -0.1291
H 0.6142 1.3024 -0.8729
H 0.3241 -1.5789 -0.3582
H 1.4124 -0.0181 1.2700
```


ii) CH5N3O | ωB97M-V/def2-TZVPD

The HOMO energy comes out at -8.897 eV. The HOMO-LUMO gap is 9.504 eV.

```
10
CH5N3O, DFT ωB97M-V/def2-TZVPD
C 0.3305 -0.4796 -0.3540
H -2.2585 -1.7407 0.0106
H -1.9318 -1.2086 1.5520
H 0.8685 -1.5135 -0.2217
H 1.8171 0.9385 -1.1183
H 0.0045 1.5451 0.9998
N -1.3655 -1.6382 0.5615
N -0.8938 -0.2635 0.0079
N 1.2483 0.5193 -0.3982
O 0.8243 1.8167 -0.0371
```


Name the least stable of them. ii).


i) C3H7N3O | ωB97M-V/def2-TZVPD

As for the SMILES: C/N=C(/N)C(N)=O. The HOMO energy comes out at -8.973 eV. The HOMO-LUMO gap is 9.879 eV.

```
14
C3H7N3O, DFT ωB97M-V/def2-TZVPD
C -1.1841 -1.2592 0.9504
N -1.1877 0.1584 0.7272
C -0.2938 0.8035 0.0918
N -0.3540 2.1714 0.0445
C 0.9869 0.3726 -0.6758
N 1.2593 -0.9097 -1.0187
O 1.7979 1.2457 -0.9514
H -1.2390 -1.4299 2.0359
H -0.2879 -1.7758 0.5884
H -2.0734 -1.7294 0.5011
H 0.5048 2.6059 -0.2562
H -0.8749 2.6160 0.7832
H 0.6591 -1.7085 -0.9108
H 2.1575 -1.0263 -1.4694
```


ii) C3H7N3O | ωB97M-V/def2-TZVPD

The HOMO energy comes out at -8.651 eV. The HOMO-LUMO gap is 9.661 eV.

```
14
C3H7N3O, DFT ωB97M-V/def2-TZVPD
C -1.2883 -0.9252 1.4366
N -1.8125 -0.0990 0.3786
C -1.2054 0.7091 -0.3157
N -1.0210 1.6477 -1.1442
C 1.1185 0.0532 -0.5969
O 1.4087 1.0129 -1.4360
N 2.1487 -0.7768 -0.3919
H -1.3863 -0.4249 2.4102
H -0.2199 -1.1226 1.2528
H -1.8433 -1.8704 1.4823
H 0.5020 1.5132 -1.5201
H -1.4830 2.5254 -0.9157
H 2.0357 -1.5679 0.2267
H 3.0460 -0.6747 -0.8666
```


iii) C3H7N3O | ωB97M-V/def2-TZVPD

As for the SMILES: C/N=C(/N)C(N)=O. The HOMO energy (alpha / beta) comes out at -7.789 / -7.784 eV. The HOMO-LUMO gap (alpha / beta) is 8.072 / 8.067 eV.

```
14
C3H7N3O, DFT ωB97M-V/def2-TZVPD
C -2.1862 0.0563 -0.3030
N -0.8960 -0.0666 -0.9503
C 0.2398 0.2930 -0.3638
N 1.1151 1.1695 -0.9634
C 0.5935 -0.5955 0.7741
N 1.9103 -0.8184 1.0836
O -0.3843 -1.1948 1.2762
H -2.1806 0.6645 0.6064
H -2.8955 0.4800 -1.0218
H -2.5545 -0.9531 -0.0988
H 1.7321 1.6540 -0.3242
H 0.8218 1.4881 -1.8799
H 2.0854 -1.5000 1.8083
H 2.5991 -0.6768 0.3566
```


iv) C3H7N3O | ωB97M-V/def2-TZVPD

The HOMO energy comes out at -9.552 eV. The HOMO-LUMO gap is 10.600 eV.

```
14
C3H7N3O, DFT ωB97M-V/def2-TZVPD
C 1.9746 0.5904 -0.1175
N 0.8585 0.3574 0.8018
C -0.3290 -0.0849 0.2399
O -0.3577 -0.8792 -1.0120
N -1.2300 -1.0808 0.8678
C -1.6913 -0.7231 -0.5026
N -1.5137 0.7237 -0.2133
H 1.7394 0.1836 -1.1055
H 2.8638 0.0717 0.2504
H 2.2187 1.6544 -0.2041
H 1.1098 -0.2584 1.5633
H -1.8254 -0.5925 1.5431
H -2.5307 -1.1763 -1.0272
H -1.2869 1.2139 -1.0841
```


Name the least stable of them. iv).